# C6H11P

2 unconnected molecules or ions with the total composition C6H11P at a distorted geometry (ωB97M-V/def2-TZVPD, the Open Molecules 2025 dataset).

Last column: natural (NBO) charge in e.
Cartesian coordinates (Å):
C (-1.58878, 0.64527, -0.74882)  0.2256
C (0.15164, -1.02158, -0.75730)  -0.3389
C (-0.33737, -2.20736, -1.00019)  -0.4637
C (-2.65919, -0.04214, -0.06447)  -0.9129
C (1.54412, 1.23428, -1.45786)  -0.9195
C (1.66976, 0.22208, 1.16591)  -0.9145
P (1.79176, -0.37145, -0.58607)  0.7831
H (-1.39903, -2.38528, -1.10212)  0.1894
H (0.27837, -3.09000, -1.11525)  0.2094
H (-2.41284, 0.20587, 0.98049)  0.2993
H (-3.64864, 0.37277, -0.28879)  0.2347
H (-2.67802, -1.13550, -0.14105)  0.2241
H (0.68050, 1.74557, -1.02906)  0.2439
H (2.43944, 1.85014, -1.37340)  0.2263
H (1.34734, 1.03159, -2.51184)  0.2352
H (2.53311, 0.84436, 1.39525)  0.2296
H (0.75283, 0.79135, 1.30924)  0.2179
H (1.67453, -0.63797, 1.83387)  0.2308

Computed properties:
Net charge   0
Kohn-Sham gap (alpha / beta)   6.994 / 6.996 eV
Electronic energy   -576.30443 Eh
Largest force on an atom   0.0632 Eh/bohr
2S+1   1
E_HOMO (alpha / beta)   -7.30 / -7.31 eV